Entry from OMol25: a 3-piece molecular cluster, C9H24O3 overall at a distorted geometry (ωB97M-V with the def2-TZVPD basis set).

Cartesian coordinates (Å):
C1 -13.9871 10.3791 -1.2345
C2 -12.7774 9.5083 -1.4515
C3 -12.3923 9.4465 -2.9374
O1 -11.6425 9.9952 -0.7243
H1 -14.8133 9.9883 -1.8381
H2 -13.7369 11.3964 -1.5403
H3 -14.3883 10.3299 -0.2209
H4 -12.9478 8.4874 -1.1038
H5 -12.2549 10.4412 -3.3677
H6 -13.1383 8.9142 -3.5323
H7 -11.4519 8.9007 -3.0173
H8 -11.5411 10.9089 -1.0286
C4 -16.4406 15.1612 0.7498
C5 -15.8071 13.7949 0.5721
C6 -14.4018 13.7931 1.1860
O2 -16.6332 12.8129 1.2247
H9 -17.4704 15.1878 0.3791
H10 -15.9095 15.9182 0.1665
H11 -16.4600 15.4571 1.8016
H12 -15.8005 13.5407 -0.4868
H13 -13.9692 14.7709 1.3742
H14 -13.7317 13.1804 0.5812
H15 -14.4529 13.2605 2.1388
H16 -16.9588 13.2147 2.0364
C7 -11.9820 14.2180 -3.1482
C8 -11.6193 14.5593 -1.7219
C9 -12.4834 15.6454 -1.1211
O3 -11.6282 13.4033 -0.8682
H17 -11.4979 13.2917 -3.4661
H18 -11.7722 15.0367 -3.8331
H19 -13.0458 13.9727 -3.2489
H20 -10.6131 14.9984 -1.6756
H21 -12.2688 15.8392 -0.0698
H22 -13.5770 15.5165 -1.1437
H23 -12.4856 16.6208 -1.6269
H24 -10.7400 13.3643 -0.5072

Cartesian forces, eV/Å:
-0.641 -0.523 -0.034
0.631 -0.010 -0.564
-0.068 -0.408 0.203
-0.307 0.150 -0.049
0.107 0.263 -0.263
-0.254 0.111 0.140
0.429 0.310 0.152
0.000 0.072 0.140
-0.035 0.068 0.099
-0.051 0.084 0.036
0.022 0.044 -0.089
0.124 -0.001 0.254
-0.462 0.346 -0.578
-0.249 0.550 0.968
0.049 -1.117 -0.047
0.112 -0.042 -0.480
0.041 -0.196 0.079
0.160 0.012 0.224
0.156 0.025 0.012
0.069 -0.189 0.025
-0.038 0.135 -0.241
0.199 0.296 -0.021
-0.105 0.185 0.089
0.030 -0.062 0.036
-0.566 -0.748 -0.075
0.185 0.899 0.314
-1.662 1.121 0.275
0.085 0.016 -0.394
0.415 0.280 -0.062
0.155 -0.017 -0.002
-0.038 0.262 0.232
0.079 -0.320 -0.331
0.345 -0.124 -0.050
0.205 -0.995 -0.027
0.937 -0.201 -0.210
-0.059 -0.277 0.241

LUMO level = 0.65 eV
ΔE to the lowest compared entry with this formula, charge and spin = 0.734 eV
Orbital gap = 10.540 eV
Spin multiplicity = 1
Structure (SMILES) = CC(C)O.CC(C)O.CC(C)O
Net charge = 0